# 1
{"formula": "C8H10BEuF4N", "method": "ωB97M-V with the def2-TZVPD basis set", "orbital_gap_ha": [0.223, 0.241], "homo_energy_ev": [-3.2, -3.7], "e_tot_ha": -1500.3919, "spin_multiplicity": 7, "charge": -1, "molar_mass_g_mol": 358.9, "species": ["C", "C", "C", "C", "C", "Eu", "C", "C", "C", "N", "H", "H", "H", "H", "H", "H", "H", "H", "H", "H", "F", "B", "F", "F", "F"], "xyz": [[1.01805, -1.25937, -1.61561], [-0.37571, -1.14280, -1.85733], [-1.06687, -1.92952, -0.88733], [-0.07835, -2.53086, -0.03473], [1.20215, -2.10798, -0.48599], [-0.01288, 0.20925, 0.51646], [-1.75572, 1.84718, -0.77454], [-0.52549, 2.07694, -1.25503], [0.42262, 2.51932, -2.05695], [1.80489, 1.07232, -0.01337], [-2.15256, -2.04510, -0.80589], [-0.83974, -0.53351, -2.64465], [-0.28029, -3.17730, 0.82598], [2.16323, -2.39647, -0.05168], [1.80020, -0.79013, -2.20658], [-2.42353, 1.10742, -1.23761], [2.74477, 1.36134, 0.32943], [-2.17528, 2.33672, 0.10394], [0.22988, 3.14708, -2.93696], [1.47467, 2.27367, -1.88550], [-0.96952, -0.11242, 2.50453], [-0.19696, -0.00498, 3.91550], [-0.22717, -1.24895, 4.50061], [1.05784, 0.34046, 3.43277], [-0.83823, 0.98770, 4.62051]], "mulliken_charge": [-0.3207, -0.5235, -0.6353, -0.5358, -0.4624, 1.1112, -0.8380, 0.2518, -0.6148, -0.6435, 0.3396, 0.4944, 0.3993, 0.3297, 0.3108, 0.2855, -0.0058, 0.3685, 0.2607, 0.3482, -0.5102, 0.6523, -0.3411, -0.3872, -0.3337]}

---

# 2
{"formula": "C8H10BF10O2V", "method": "ωB97M-V with the def2-TZVPD basis set", "orbital_gap_ha": 0.160, "homo_energy_ev": -9.2, "e_tot_ha": -2428.5540, "spin_multiplicity": 1, "charge": 0, "molar_mass_g_mol": 389.9, "species": ["C", "C", "F", "B", "C", "C", "C", "F", "F", "C", "F", "F", "C", "F", "F", "C", "F", "F", "F", "H", "H", "H", "H", "H", "H", "H", "H", "H", "H", "O", "V", "O"], "xyz": [[3.66027, -1.44227, 0.94120], [3.23186, -0.01462, 0.67060], [4.23250, 0.63116, -0.02104], [1.92626, -0.06095, -0.34454], [0.90653, 1.20984, -0.07792], [-0.39045, 0.89926, 0.66729], [-1.46890, 0.35369, -0.21615], [-1.77543, 1.31393, -1.12836], [-1.09820, -0.71945, -0.92962], [-2.80412, 0.05824, 0.55336], [-2.47860, -0.25690, 1.82096], [-3.56073, 1.15287, 0.53090], [-3.58037, -1.14329, -0.00662], [-2.91967, -2.27186, 0.24487], [-3.75359, -0.99882, -1.32574], [-5.01804, -1.29297, 0.61757], [-5.28243, -2.58871, 0.76464], [-5.10776, -0.72383, 1.81106], [-5.94717, -0.78936, -0.17522], [2.91282, -1.86848, 1.59510], [4.63992, -1.47774, 1.40388], [3.62049, -1.99390, 0.01380], [3.00755, 0.53409, 1.58103], [2.33251, -0.18969, -1.52497], [1.24018, -1.06192, -0.15753], [1.44349, 1.90616, 0.56111], [0.75102, 1.72670, -1.02662], [-0.78200, 1.82580, 1.07478], [-0.15357, 0.25387, 1.49907], [2.68074, 1.61936, -2.58771], [4.19847, 2.29469, -2.96111], [5.33642, 3.11508, -3.86804]], "mulliken_charge": [-1.3068, 0.2894, -0.3544, 0.2989, -1.1115, -0.8199, 0.9518, -0.3318, -0.3595, 0.4918, -0.3274, -0.2981, 0.6800, -0.2939, -0.2875, 0.6634, -0.2652, -0.2523, -0.2484, 0.3546, 0.4007, 0.2927, 0.2153, -0.0221, -0.1076, 0.4193, 0.3290, 0.4871, 0.2947, -0.7552, 1.7249, -0.7520]}